20
Properties=species:S:1:pos:R:3:forces:R:3:nbo_charge:R:1 method="wB97M-V/def2-TZVPD" charge=0 lumo_ha=0.02572 de_lowest_kcal_mol=46.9 smiles="C/C=C/CCC=O.O" e_homo_ha=-0.3357
C 1.134 -2.466 0.980 -0.20 -0.90 0.97 -0.65
C 0.552 -1.116 1.252 -0.69 -0.61 -0.30 -0.19
C -0.069 -0.394 0.331 -0.44 0.43 0.56 -0.18
C -0.625 0.976 0.669 0.13 -0.07 0.06 -0.43
C -1.697 1.549 -0.268 -0.59 -1.12 0.38 -0.51
C -1.462 1.177 -1.710 0.02 1.36 -0.11 0.45
O -0.477 1.567 -2.291 0.11 -0.45 -0.10 -0.55
H 2.200 -2.500 0.768 0.02 0.29 -0.44 0.22
H 0.543 -3.017 0.254 0.28 0.17 -0.56 0.22
H 1.046 -3.108 1.868 -0.04 0.27 0.10 0.21
H 0.460 -0.823 2.293 0.38 0.30 0.01 0.19
H -0.137 -0.711 -0.699 0.23 -0.22 -0.09 0.20
H 0.247 1.620 0.726 -0.05 0.49 -0.01 0.21
H -1.087 0.938 1.656 0.28 0.08 0.17 0.22
H -1.816 2.625 -0.159 0.35 0.17 -0.20 0.24
H -2.654 1.142 0.078 -0.03 -0.09 -0.32 0.21
H -2.257 0.655 -2.270 0.04 -0.24 0.11 0.12
O 2.199 0.297 -1.286 0.07 0.08 -0.51 -0.94
H 1.526 0.835 -1.728 0.10 -0.03 0.04 0.48
H 2.374 0.754 -0.464 0.04 0.08 0.22 0.46